(P)
The following is a quantum chemistry calculation of a 2-piece molecular cluster, C2H9N4 overall, from OMol25.

```
15
C2H9N4 (ωB97M-V with the def2-TZVPD basis set)
C -0.14363 2.16425 0.39116
N 0.98653 1.72123 0.77383
H -0.93815 1.46065 0.16380
H -0.32247 3.22757 0.28580
H 1.77124 2.36530 0.71456
H 1.12444 0.63994 0.79736
N -1.38962 -1.26485 0.05194
C -0.20277 -1.06542 -0.60462
N 0.95752 -0.95290 0.23652
N -0.02579 -0.94149 -1.85863
H -2.14585 -1.74818 -0.41481
H -1.35241 -1.48109 1.03508
H 0.81383 -1.54583 1.05082
H 1.74247 -1.33403 -0.28896
H -0.87535 -1.24516 -2.33387
```

Values from the calculation:
E_HOMO in eV: -13.41
Net charge: +1
E_LUMO in hartree: -0.1785
Multiplicity: 1
Gap between HOMO and LUMO in eV: 8.555


(Q)
The following is a quantum chemistry calculation of a 2-piece molecular cluster, C2H9N4 overall, from OMol25.

```
15
C2H9N4 (ωB97M-V with the def2-TZVPD basis set)
C -0.98415 -0.35129 -2.34312
N -0.92281 -1.12087 -1.33087
H -1.34057 0.66410 -2.22139
H -0.72223 -0.73210 -3.32215
H -0.61058 -2.07303 -1.49508
H -0.77949 -0.66168 -0.37061
N 1.58090 -0.16686 1.48259
C 0.58371 0.62444 0.94854
N -0.74723 0.13624 1.13179
N 0.70514 1.69892 0.29393
H 2.47030 0.28206 1.61373
H 1.27643 -0.83995 2.16362
H -0.84199 -0.41890 1.97250
H -1.34085 0.95484 1.18079
H 1.67343 2.00408 0.29574
```

Values from the calculation:
E_HOMO in eV: -13.37
Net charge: +1
E_LUMO in hartree: -0.1808
Multiplicity: 1
Gap between HOMO and LUMO in eV: 8.452


Stability ranking, top entry: (Q); the second entry is 7.7 kJ/mol less favorable.


(P)
The following is a quantum chemistry calculation of a 9-piece molecular cluster, C18H36Br18 overall, from OMol25.

```
72
C18H36Br18 (ωB97M-V with the def2-TZVPD basis set)
Br 15.29256 21.08241 14.28030
C 13.89538 19.89824 13.51640
C 14.43535 18.40937 13.50056
Br 13.11289 17.25698 12.50676
H 13.93378 20.24176 12.48266
H 12.94497 20.06422 14.02364
H 14.63033 18.00037 14.49192
H 15.40377 18.36627 13.00216
Br 14.33372 16.44285 7.57704
C 12.57388 17.33937 7.70102
C 11.52008 16.49321 8.31376
Br 9.75731 17.44488 8.33130
H 12.24330 17.67757 6.71896
H 12.76784 18.24564 8.27474
H 11.81854 16.24888 9.33324
H 11.34946 15.59349 7.72258
Br 5.56237 16.77893 9.70544
C 6.82249 15.49654 8.92240
C 6.98570 15.79184 7.43408
Br 8.28299 14.55489 6.72698
H 6.55808 14.46278 9.14491
H 7.76750 15.53412 9.46428
H 7.40998 16.76121 7.17254
H 6.17166 15.52932 6.75842
Br 16.68711 15.24835 12.05110
C 15.04085 14.39377 11.12216
C 15.31741 12.98267 10.83230
Br 13.53351 12.17501 10.34186
H 14.70305 14.92842 10.23438
H 14.24566 14.54710 11.85172
H 15.59668 12.49185 11.76462
H 16.04452 12.95520 10.02072
Br 8.04328 12.59137 17.81054
C 7.54411 14.24378 16.78115
C 6.68962 13.65523 15.65836
Br 6.19274 15.03630 14.32516
H 8.44345 14.77298 16.46614
H 7.04782 14.91008 17.48672
H 5.77252 13.20926 16.04324
H 7.21510 12.78587 15.26316
Br 10.26027 19.94686 12.92280
C 9.21158 18.51566 12.03572
C 8.18605 18.01804 12.98732
Br 8.98999 16.98788 14.41998
H 9.88884 17.69577 11.79656
H 8.74340 18.90162 11.13020
H 7.55760 17.28195 12.48600
H 7.57157 18.77511 13.47450
Br 9.91033 9.62916 12.16098
C 10.28959 9.26236 14.07470
C 9.02535 8.86770 14.90046
Br 8.61443 7.02747 14.39812
H 10.66707 10.17296 14.53990
H 11.05269 8.48493 14.11184
H 8.21118 9.58146 14.77480
H 9.26082 8.86481 15.96472
Br 10.41683 15.84124 18.61520
C 12.17700 15.32619 19.19336
C 12.86067 14.58718 18.05830
Br 14.68371 13.89412 18.57654
H 12.16968 14.81657 20.15686
H 12.70844 16.25724 19.39036
H 13.03070 15.19846 17.17200
H 12.29782 13.71589 17.72340
Br 10.58062 13.29788 15.44330
C 9.79034 13.55912 13.60066
C 10.91550 14.16118 12.60778
Br 10.20132 14.59018 10.75782
H 8.96245 14.26647 13.64912
H 9.64045 12.56037 13.19062
H 11.76229 13.49589 12.43910
H 11.37988 15.08872 12.94262
```

Values from the calculation:
E_HOMO in eV: -9.82
Net charge: 0
E_LUMO in hartree: 0.0006
Multiplicity: 1
SMILES string: BrCCBr.BrCCBr.BrCCBr.BrCCBr.BrCCBr.BrCCBr.BrCCBr.BrCCBr.BrCCBr
Gap between HOMO and LUMO in eV: 9.834


(Q)
The following is a quantum chemistry calculation of a 9-piece molecular cluster, C18H36Br18 overall, from OMol25.

```
72
C18H36Br18 (ωB97M-V with the def2-TZVPD basis set)
Br -2.20002 0.57219 5.56041
C -1.02022 2.23205 5.36707
C -1.87660 3.42352 5.87919
Br -0.86328 5.19581 6.00625
H -0.77088 2.24395 4.30604
H -0.14273 2.11564 6.00312
H -2.16660 3.19026 6.90368
H -2.83008 3.47208 5.35325
Br -2.25739 3.37410 -6.85663
C -3.28236 4.09074 -5.27662
C -4.71668 4.39923 -5.72524
Br -5.71240 4.93107 -4.06546
H -2.69403 4.96294 -4.99159
H -3.24288 3.32532 -4.50159
H -5.23531 3.54293 -6.15637
H -4.73610 5.25177 -6.40413
Br 2.00948 -3.00978 -0.11571
C 0.91466 -1.39877 0.12493
C 1.33817 -0.28416 -0.84724
Br 0.24335 1.37979 -0.37988
H 1.05084 -1.13972 1.17490
H -0.12232 -1.72752 0.19347
H 1.04254 -0.52765 -1.86774
H 2.40827 -0.15492 -0.68516
Br 5.46747 -8.39329 5.07591
C 5.94580 -8.11157 3.18616
C 6.39040 -9.40818 2.50596
Br 8.12024 -10.00187 3.36207
H 6.55393 -7.20950 3.11868
H 5.04335 -7.75279 2.69121
H 6.70114 -9.19604 1.48296
H 5.66859 -10.21046 2.65899
Br 0.33562 -4.86631 10.82805
C -0.44120 -4.72594 8.93497
C 0.67396 -4.97359 7.87983
Br 0.19282 -4.58759 6.01862
H -0.90570 -3.74070 8.89438
H -1.25483 -5.44206 8.81974
H 0.92070 -6.03231 7.95928
H 1.54514 -4.36781 8.12921
Br -1.25955 -4.72710 -8.91760
C -1.19904 -2.80364 -8.42408
C -1.71617 -2.44763 -7.02693
Br -1.07045 -3.79751 -5.68586
H -1.45308 -2.14891 -9.25767
H -0.12249 -2.67272 -8.31447
H -2.80388 -2.46667 -7.09506
H -1.37156 -1.44949 -6.75663
Br -4.65834 -2.20077 -0.57913
C -5.41643 -3.78565 0.30996
C -5.73888 -3.39842 1.78699
Br -6.84525 -4.79019 2.63963
H -4.69235 -4.60038 0.31539
H -6.32254 -4.02336 -0.24732
H -6.22111 -2.42332 1.85573
H -4.84691 -3.37831 2.41316
Br 6.72706 6.64401 -7.59586
C 6.17364 5.85702 -5.83129
C 5.98747 4.36382 -5.95379
Br 4.90122 3.66043 -4.52460
H 5.31117 6.44815 -5.52337
H 6.91776 6.12953 -5.08287
H 6.85853 3.73758 -6.14663
H 5.30939 4.12317 -6.77257
Br -3.08362 9.01901 0.14341
C -1.61689 9.15483 1.53325
C -0.46254 8.17856 1.26300
Br 0.51249 8.64418 -0.43841
H -2.04771 8.96297 2.51595
H -1.35931 10.21358 1.56156
H -0.73922 7.12450 1.24011
H 0.25377 8.41167 2.05082
```

Values from the calculation:
E_HOMO in eV: -9.96
Net charge: 0
E_LUMO in hartree: -0.0036
Multiplicity: 1
SMILES string: BrCCBr.BrCCBr.BrCCBr.BrCCBr.BrCCBr.BrCCBr.BrCCBr.BrCCBr.BrCCBr
Gap between HOMO and LUMO in eV: 9.859


Stability ranking, top entry: (P); the second entry is 141.8 kJ/mol less favorable.


(P)
The following is a quantum chemistry calculation of a 11-piece molecular cluster, C11H44N22O11 overall, from OMol25.

```
88
C11H44N22O11 (ωB97M-V with the def2-TZVPD basis set)
N 0.02660 -2.88496 3.94090
C 0.76744 -1.77212 3.71411
N 1.80333 -1.64001 4.58279
O 0.42241 -0.81571 3.00332
H -0.88998 -2.76765 3.52230
H 0.17014 -3.40097 4.78712
H 2.44499 -0.90532 4.32204
H 1.59077 -1.77510 5.55498
N -2.95619 -0.93272 -1.84558
C -3.60345 -0.29723 -2.85070
N -2.80878 -0.11606 -3.95961
O -4.80056 -0.01315 -2.90290
H -2.01579 -1.27707 -1.94003
H -3.50719 -1.32353 -1.09927
H -3.20013 0.37562 -4.73836
H -1.84046 -0.28316 -3.74505
N 2.05957 2.63125 6.14242
C 1.17445 2.33432 5.18095
N 1.62640 1.88939 3.97926
O -0.05326 2.50027 5.33536
H 1.60346 3.28002 6.76633
H 3.05130 2.53978 6.00869
H 0.96453 1.90420 3.22907
H 2.62482 2.02127 3.88510
N 1.55689 -0.42324 -0.40422
C 0.35422 -0.11130 -0.91703
N -0.52907 0.25708 0.05265
O 0.00061 -0.35087 -2.07325
H 1.92254 -0.19925 0.50540
H 2.18641 -0.96875 -0.97232
H -0.25409 0.32769 1.02134
H -1.44445 0.53677 -0.26011
N 0.14271 -5.41985 0.34848
C 0.56409 -4.13941 0.07988
N -0.34937 -3.20004 0.42195
O 1.67021 -3.85723 -0.37741
H 0.79809 -6.12481 0.06348
H -0.77074 -5.58549 0.71712
H -1.03791 -3.52706 1.07269
H -0.08901 -2.24513 0.28341
N 0.71840 -3.39488 -4.14206
C 0.12259 -4.61480 -4.18453
N 0.26154 -5.26081 -5.37556
O -0.56397 -5.06203 -3.27010
H 1.11346 -3.01079 -4.97978
H 0.65781 -2.80082 -3.33719
H 0.63370 -4.68627 -6.11215
H 0.15191 -6.23607 -5.56116
N 0.86124 3.85895 -0.73799
C 1.77335 4.40948 0.12953
N 2.09141 5.67713 -0.21695
O 2.25597 3.72482 1.01677
H 0.49012 4.34388 -1.53044
H 0.66717 2.89002 -0.54946
H 2.89916 6.09354 0.21597
H 1.49290 6.28890 -0.73553
N 0.99951 0.26874 -4.64469
C 0.57211 -0.20002 -5.84411
N 1.15647 0.31955 -6.96000
O -0.15263 -1.19807 -5.94192
H 1.81250 0.85567 -4.61972
H 0.61954 -0.14716 -3.80257
H 1.07883 -0.10711 -7.85972
H 1.87922 0.96124 -6.67813
N 4.97167 -0.53247 3.72613
C 4.71592 0.64279 3.09164
N 4.44788 0.50902 1.77132
O 4.55274 1.69475 3.72031
H 5.06116 -0.55579 4.72435
H 5.08142 -1.34522 3.14964
H 4.32296 1.42907 1.36959
H 4.56582 -0.37855 1.32602
N -3.97557 0.91651 2.40254
C -2.97289 0.01188 2.55426
N -1.93235 0.58443 3.18971
O -3.00498 -1.16546 2.17686
H -4.81009 0.51038 2.00961
H -3.78714 1.88128 2.57864
H -1.87991 1.48293 3.63197
H -1.17074 -0.08239 3.12532
N -3.54706 3.44046 -0.72529
C -4.69886 3.94799 -1.27231
N -5.54027 3.01992 -1.80184
O -5.01715 5.12088 -1.12367
H -3.10047 3.97064 -0.00143
H -3.41486 2.44436 -0.75483
H -5.30948 2.03897 -1.72878
H -6.52562 3.20012 -1.85363
```

Values from the calculation:
E_HOMO in eV: -9.07
Net charge: 0
E_LUMO in hartree: 0.0015
Multiplicity: 1
SMILES string: NC(N)=O.NC(N)=O.NC(N)=O.NC(N)=O.NC(N)=O.NC(N)=O.NC(N)=O.NC(N)=O.NC(N)=O.NC(N)=O.NC(N)=O
Gap between HOMO and LUMO in eV: 9.112


(Q)
The following is a quantum chemistry calculation of a 11-piece molecular cluster, C11H44N22O11 overall, from OMol25.

```
88
C11H44N22O11 (ωB97M-V with the def2-TZVPD basis set)
N 4.54287 -1.22585 2.63190
C 3.32468 -0.97329 2.33455
N 2.78548 0.01396 3.05366
O 2.68742 -1.42918 1.38137
H 4.83711 -0.54993 3.32230
H 4.91258 -2.08619 2.25345
H 3.31470 0.47552 3.77960
H 1.81863 0.27437 2.92141
N 0.38679 -1.65624 -0.66781
C -0.17439 -0.56115 -0.74609
N 0.61604 0.43205 -0.50058
O -1.40493 -0.42153 -0.79116
H -0.11184 -2.52892 -0.76728
H 1.39120 -1.71403 -0.75683
H 1.53259 0.42773 -0.07630
H 0.14995 1.32785 -0.52071
N 5.12885 1.86616 1.56826
C 4.53876 1.57078 0.40026
N 4.93215 0.36281 0.07668
O 3.70649 2.33226 -0.17893
H 4.98862 2.84113 1.79158
H 5.67765 1.26151 2.16266
H 5.77739 -0.01628 0.47912
H 4.63127 0.09308 -0.84897
N -0.53228 -3.61658 2.08995
C 0.38779 -4.50463 2.40883
N 1.23265 -4.52177 1.43349
O 0.21326 -5.23160 3.43959
H -1.39970 -3.54250 2.60199
H -0.42772 -2.99921 1.29748
H 1.97611 -5.19246 1.30097
H 1.13688 -3.83433 0.69977
N -2.05054 2.59183 -2.41966
C -3.17369 3.26073 -2.53617
N -3.11117 4.31592 -1.77615
O -4.23672 2.81179 -2.98309
H -2.10784 1.64359 -2.76267
H -1.17925 3.03483 -2.16526
H -2.24158 4.64683 -1.38318
H -4.01510 4.64649 -1.47000
N -0.63543 4.10618 0.57695
C -0.32583 5.22692 1.13231
N -0.92602 5.25075 2.27475
O 0.38470 6.04286 0.61778
H -1.37344 3.55240 0.98776
H 0.12553 3.87946 -0.04726
H -1.76180 4.69191 2.37104
H -0.84403 6.22098 2.54314
N -4.32283 0.41576 -0.01731
C -5.13054 -0.64306 0.13698
N -4.66977 -1.52259 0.92242
O -6.17695 -0.71004 -0.56392
H -3.32789 0.47925 0.14443
H -4.65336 1.18662 -0.58001
H -3.75936 -1.47751 1.35740
H -5.43950 -2.14057 1.13625
N -0.67964 -2.24223 -3.65060
C 0.29679 -1.52798 -4.12523
N 0.06905 -0.22758 -3.95566
O 1.30874 -1.99849 -4.61307
H -1.49589 -1.76784 -3.29174
H -0.51907 -3.23703 -3.58200
H -0.76546 0.17151 -3.55016
H 0.75667 0.43690 -4.28084
N -0.28326 5.74297 -2.44889
C 0.35306 4.75270 -2.91555
N 0.94864 4.85473 -4.02720
O 0.48142 3.75405 -2.24896
H -0.29519 6.53062 -3.08100
H -0.55923 5.99832 -1.51148
H 1.05607 5.65879 -4.62890
H 1.53464 4.08166 -4.30837
N -1.91471 -0.26388 4.87395
C -2.08041 -0.67614 3.64864
N -1.66481 0.16966 2.79016
O -2.53734 -1.73342 3.40142
H -2.36354 -0.96480 5.44612
H -1.79008 0.72946 5.00750
H -1.70839 -0.06736 1.80933
H -1.35505 1.07638 3.10957
N 0.64499 -6.22089 -1.36945
C 0.19416 -7.28630 -0.80504
N 1.11486 -8.15077 -0.61677
O -0.95362 -7.51045 -0.67303
H 1.62883 -6.00811 -1.28652
H -0.02167 -5.46292 -1.33551
H 0.91960 -8.97246 -0.06288
H 2.05491 -7.82373 -0.78838
```

Values from the calculation:
E_HOMO in eV: -8.54
Net charge: 0
E_LUMO in hartree: -0.0181
Multiplicity: 1
SMILES string: NC(N)=O.NC(N)=O.NC(N)=O.NC(N)=O.NC(N)=O.NC(N)=O.NC(N)=O.NC(N)=O.NC(N)=O.NC(N)=O.NC(N)=O
Gap between HOMO and LUMO in eV: 8.050


Stability ranking, top entry: (P); the second entry is 655.3 kJ/mol less favorable.